(1)
One molecule with the formula C5H9N3, computed with ωB97M-V/def2-TZVPD.

The HOMO energy comes out at -0.32307 Eh. As for the total energy: -360.05200 Ha. The calculation puts the LUMO energy at 1.03 eV. The energy relative to the best compared isomer or geometry (same formula, charge and spin) comes out at 3.953 eV. The gap between HOMO and LUMO is 9.82 eV. Its SMILES is C1=NN[C@H]2CNC[C@H]12. The charge is 0.

Last column: Löwdin charge in e.
Geometry (Å):
C (-1.001, -1.281, 0.053)  -0.155
C (-1.017, 1.175, -0.138)  -0.158
C (0.326, 0.646, 0.396)  -0.250
C (1.622, 1.146, -0.028)  -0.074
C (0.316, -0.803, -0.184)  -0.288
H (-1.217, -2.019, -0.702)  0.105
H (-1.329, -1.707, 1.012)  0.125
H (-2.422, -0.002, 0.723)  0.046
H (-0.932, 1.702, -1.119)  0.126
H (-1.419, 1.970, 0.320)  0.066
H (0.337, 0.601, 1.416)  0.122
H (1.932, 2.082, -0.184)  0.071
H (2.268, -1.801, -0.487)  0.130
H (0.230, -0.628, -1.188)  0.120
N (-1.873, -0.018, -0.048)  -0.006
N (2.431, 0.098, -0.012)  0.018
N (1.747, -1.160, 0.172)  0.001



(2)
One molecule with the formula C5H9N3, computed with ωB97M-V/def2-TZVPD.

The HOMO energy comes out at -0.31505 Eh. As for the total energy: -359.95794 Ha. The calculation puts the LUMO energy at 1.01 eV. The energy relative to the best compared isomer or geometry (same formula, charge and spin) comes out at 6.512 eV. The gap between HOMO and LUMO is 9.58 eV. Its SMILES is CN1N=C[C@@H]2NC[C@H]21. The charge is 0.

Last column: Löwdin charge in e.
Geometry (Å):
C (-2.248, -0.937, -0.103)  -0.113
C (-0.041, 1.694, -0.138)  -0.072
C (1.047, 0.678, 0.251)  -0.316
C (1.390, -1.342, 0.102)  -0.060
C (0.172, -0.441, -0.067)  -0.326
H (-2.183, -1.876, 0.540)  0.088
H (-1.769, -1.217, -1.240)  0.133
H (-3.407, -0.523, -0.078)  0.139
H (0.070, 2.863, -0.015)  0.139
H (1.293, 0.944, 1.300)  0.160
H (2.965, 0.039, 0.019)  0.063
H (1.653, -1.486, 1.102)  0.076
H (1.614, -2.348, -0.381)  0.127
H (-0.136, -0.528, -1.117)  0.129
N (-1.200, -0.161, 0.416)  -0.215
N (-1.185, 1.088, -0.099)  0.013
N (2.097, -0.038, -0.374)  0.036



(3)
One molecule with the formula C5H9N3, computed with ωB97M-V/def2-TZVPD.

The HOMO energy comes out at -0.36266 Eh. As for the total energy: -360.14532 Ha. The calculation puts the LUMO energy at 0.60 eV. The energy relative to the best compared isomer or geometry (same formula, charge and spin) comes out at 1.414 eV. The gap between HOMO and LUMO is 10.47 eV. Its SMILES is [H]/N=C(C)\C(C/C=N/[H])=N/[H]. The charge is 0.

Last column: Löwdin charge in e.
Geometry (Å):
C (-0.621, -1.321, 0.028)  -0.152
C (0.139, 1.404, -1.430)  -0.040
C (-0.916, 0.063, 0.514)  -0.342
C (-0.035, 1.201, 0.041)  -0.385
C (0.773, -1.752, 0.363)  -0.233
N (-1.872, 0.312, 1.354)  0.149
N (0.488, 1.997, 0.919)  0.141
N (1.686, -1.811, -0.546)  0.097
H (-1.916, 1.323, 1.547)  0.058
H (0.246, 1.692, 1.870)  0.053
H (2.579, -2.110, -0.132)  0.051
H (-1.313, -2.027, 0.499)  0.119
H (-0.779, -1.360, -1.054)  0.121
H (1.001, -1.985, 1.417)  0.121
H (0.548, 0.504, -1.894)  0.070
H (-0.831, 1.633, -1.880)  0.089
H (0.823, 2.236, -1.618)  0.083



(4)
One molecule with the formula C5H9N3, computed with ωB97M-V/def2-TZVPD.

The HOMO energy comes out at -0.31052 Eh. As for the total energy: -359.97837 Ha. The calculation puts the LUMO energy at 1.02 eV. The energy relative to the best compared isomer or geometry (same formula, charge and spin) comes out at 5.956 eV. The gap between HOMO and LUMO is 9.47 eV. Its SMILES is C[C@H]1[C@@H]2CN=CNN12. The charge is 0.

Last column: Löwdin charge in e.
Geometry (Å):
C (2.237, -0.226, -0.460)  -0.136
C (1.282, 0.227, 0.460)  -0.366
C (-0.017, 0.695, -0.029)  -0.351
C (-1.315, 1.425, 0.211)  -0.125
C (-1.964, -0.898, -0.238)  -0.264
H (2.540, 0.652, -1.277)  0.135
H (3.269, -0.451, 0.187)  0.115
H (1.871, -1.395, -0.933)  0.161
H (1.727, 0.971, 1.225)  0.164
H (-0.205, 0.424, -1.150)  0.163
H (-1.463, 1.784, 1.265)  0.122
H (-1.403, 2.206, -0.559)  0.098
H (-2.597, -1.771, -0.610)  0.134
H (-0.882, -2.111, 1.000)  0.104
N (-2.299, 0.300, -0.244)  0.051
N (-0.763, -1.456, 0.267)  0.022
N (-0.018, -0.376, 0.883)  -0.028



(5)
C5H9N3 as an isolated structure, computed with ωB97M-V/def2-TZVPD.

The HOMO energy comes out at -0.29932 Eh. As for the total energy: -359.96763 Ha. The calculation puts the LUMO energy at 0.82 eV. The energy relative to the best compared isomer or geometry (same formula, charge and spin) comes out at 6.249 eV. The gap between HOMO and LUMO is 8.97 eV. The charge is 0.

Last column: Löwdin charge in e.
Geometry (Å):
C (0.466, 1.358, -2.061)  -0.115
C (-1.389, -0.766, -0.090)  -0.130
C (-0.118, -1.360, 0.371)  -0.226
C (0.729, -0.633, 1.295)  -0.401
C (0.871, -0.369, -0.286)  -0.147
H (0.144, 0.539, -2.879)  0.129
H (1.549, 1.800, -1.936)  0.123
H (-0.076, 2.320, -2.280)  0.086
H (-2.301, -1.250, 0.310)  0.124
H (0.280, -2.386, 0.315)  0.134
H (1.619, -1.167, 1.704)  0.135
H (0.500, 1.473, 1.898)  0.207
H (-1.072, 0.025, 2.125)  0.158
H (1.856, -0.614, -0.695)  0.131
N (0.167, 0.788, -0.832)  -0.215
N (-1.138, 0.387, -0.566)  0.053
N (0.135, 0.237, 2.264)  -0.044



(6)
C5H9N3O as an isolated structure, computed with ωB97M-V/def2-TZVPD.

The HOMO energy comes out at -0.30561 Eh. As for the total energy: -435.28670 Ha. The calculation puts the LUMO energy at 0.90 eV. The energy relative to the best compared isomer or geometry (same formula, charge and spin) comes out at 4.654 eV. The gap between HOMO and LUMO is 9.22 eV. The charge is 0.

Last column: Löwdin charge in e.
Geometry (Å):
C (0.734, -0.205, -0.224)  -0.392
C (-1.766, 0.421, 0.241)  -0.321
C (-1.682, -0.543, -0.955)  -0.088
C (-0.517, -1.100, -0.187)  -0.264
C (-1.177, -0.713, 1.068)  -0.121
H (3.602, -0.451, 0.068)  0.115
H (1.204, 1.605, 0.008)  0.124
H (-1.217, 2.059, -0.568)  0.120
H (-2.805, 0.734, 0.497)  0.149
H (-2.534, -1.279, -0.895)  0.137
H (-1.554, -0.158, -1.912)  0.090
H (-0.315, -2.183, -0.440)  0.157
H (-0.516, -0.441, 1.942)  0.140
H (-2.088, -1.296, 1.438)  0.141
N (1.825, -0.809, -0.019)  0.045
N (0.418, 1.077, -0.287)  0.056
N (-0.820, 1.537, 0.220)  0.025
O (2.838, 0.202, 0.100)  -0.115



(7)
One molecule with the formula C5H9N3O, computed with ωB97M-V/def2-TZVPD.

The HOMO energy comes out at -0.34126 Eh. As for the total energy: -435.37654 Ha. The calculation puts the LUMO energy at 0.75 eV. The energy relative to the best compared isomer or geometry (same formula, charge and spin) comes out at 2.209 eV. The gap between HOMO and LUMO is 10.04 eV. Its SMILES is C#C[C@H](N)[C@@H](N)C(N)=O. The charge is 0.

Last column: Löwdin charge in e.
Geometry (Å):
N (-0.405, -0.784, 1.527)  0.063
C (-0.578, -0.661, 0.088)  -0.383
C (-1.970, -0.396, -0.333)  -0.105
C (-3.117, -0.159, -0.640)  0.118
C (0.357, 0.448, -0.482)  -0.310
N (-0.036, 1.801, -0.167)  0.068
C (1.776, 0.201, 0.037)  -0.519
N (2.559, -0.584, -0.722)  0.161
H (-0.731, 0.049, 2.008)  0.087
H (-0.940, -1.567, 1.891)  0.083
H (-0.272, -1.616, -0.365)  0.142
H (-4.129, 0.036, -0.949)  0.030
H (0.367, 0.325, -1.576)  0.142
H (-1.038, 1.930, -0.270)  0.068
H (0.235, 2.052, 0.780)  0.076
O (2.211, 0.728, 1.057)  0.045
H (2.133, -1.305, -1.286)  0.104
H (3.575, -0.497, -0.597)  0.129



(8)
A 2-piece molecular cluster, C5H9N3O2 overall, computed with ωB97M-V/def2-TZVPD.

The HOMO energy comes out at -0.31504 Eh. As for the total energy: -510.61471 Ha. The calculation puts the LUMO energy at 0.21 eV. The energy relative to the best compared isomer or geometry (same formula, charge and spin) comes out at 2.047 eV. The gap between HOMO and LUMO is 8.78 eV. Its SMILES is O=c1cc[nH]c(=O)[nH]1.CN. The charge is 0.

Last column: Löwdin charge in e.
Geometry (Å):
C (1.420, 0.366, -0.398)  -0.575
C (0.750, 1.293, -1.242)  0.000
C (-0.395, 0.938, -1.873)  -0.066
C (-0.371, -1.368, -0.981)  -0.428
C (-0.843, -0.084, 2.221)  -0.153
H (1.276, -1.645, 0.071)  0.166
H (1.014, 2.331, -1.178)  0.125
H (-0.984, 1.614, -2.516)  0.146
H (-1.690, -0.489, -2.272)  0.123
H (1.137, -0.189, 1.566)  0.090
H (0.144, 0.650, 0.563)  -0.002
H (-1.646, 0.647, 2.277)  0.063
H (-1.269, -1.001, 1.778)  0.060
H (-0.475, -0.327, 3.260)  0.089
N (0.784, -0.859, -0.311)  0.125
N (-0.832, -0.339, -1.853)  0.131
N (0.321, 0.477, 1.531)  -0.063
O (2.522, 0.443, 0.148)  0.073
O (-0.865, -2.459, -0.789)  0.094



(9)
One molecule with the formula C5H9N3O2, computed with ωB97M-V/def2-TZVPD.

The HOMO energy comes out at -0.30984 Eh. As for the total energy: -510.50885 Ha. The calculation puts the LUMO energy at 0.41 eV. The energy relative to the best compared isomer or geometry (same formula, charge and spin) comes out at 4.928 eV. The gap between HOMO and LUMO is 8.84 eV. Its SMILES is CC1=N[C@H](ON=O)CN1C. The charge is 0.

Last column: Löwdin charge in e.
Geometry (Å):
C (-0.130, -1.269, -1.935)  -0.382
C (0.246, 0.201, -1.648)  -0.079
C (-0.139, -1.015, 0.249)  -0.360
C (-0.500, -1.417, 1.728)  0.001
C (0.213, 1.499, 0.411)  -0.065
N (-0.285, -1.947, -0.641)  0.127
N (0.144, 0.226, -0.178)  -0.114
N (1.691, -1.128, -3.294)  -0.080
O (2.549, -1.638, -3.916)  0.078
O (0.782, -1.963, -2.665)  0.000
H (-1.082, -1.231, -2.406)  0.133
H (1.347, 0.364, -2.048)  0.136
H (-0.201, 0.929, -2.303)  0.115
H (-0.449, -2.569, 1.880)  0.113
H (-1.346, -0.919, 2.053)  0.034
H (0.347, -1.091, 2.384)  0.076
H (1.154, 1.909, 0.457)  0.057
H (-0.479, 2.084, -0.189)  0.090
H (-0.208, 1.685, 1.456)  0.119



(10)
One molecule with the formula C5H9N3O2S2, computed with ωB97M-V/def2-TZVPD.

The HOMO energy comes out at -0.33694 Eh. As for the total energy: -1306.98021 Ha. The calculation puts the LUMO energy at 0.45 eV. The energy relative to the best compared isomer or geometry (same formula, charge and spin) comes out at 0.246 eV. The gap between HOMO and LUMO is 9.62 eV. Its SMILES is CCS(=O)(=O)c1nnc(NC)s1. The charge is 0.

Last column: Löwdin charge in e.
Geometry (Å):
O (-0.167, -0.939, 2.583)  -0.346
O (0.062, -2.641, 0.912)  -0.336
N (0.255, 1.464, -1.646)  0.004
N (0.833, 0.709, -0.656)  -0.027
S (-1.640, 0.164, -0.478)  1.088
C (-1.043, 1.332, -1.643)  -0.621
C (-0.020, -0.026, 0.019)  -0.688
N (-1.833, 2.058, -2.513)  -0.065
C (-3.285, 1.879, -2.545)  -0.112
C (2.706, -1.876, 2.753)  -0.120
C (2.244, -1.150, 1.479)  -0.294
S (0.442, -1.267, 1.284)  0.675
H (-1.385, 2.561, -3.274)  0.140
H (-3.737, 2.087, -1.550)  0.085
H (-3.677, 2.659, -3.226)  0.091
H (-3.530, 0.851, -2.877)  0.086
H (2.556, -2.949, 2.586)  0.081
H (3.765, -1.750, 2.944)  0.070
H (2.210, -1.479, 3.677)  0.093
H (2.705, -1.585, 0.604)  0.096
H (2.541, -0.103, 1.567)  0.099



(11)
One molecule with the formula C5H9N3O4S, computed with ωB97M-V/def2-TZVPD.

The HOMO energy (alpha / beta) comes out at -0.16247 / -0.36297 Eh. As for the total energy: -1059.12876 Ha. The calculation puts the LUMO energy (alpha / beta) at 0.61 / -2.05 eV. The gap between HOMO and LUMO (alpha / beta) is 5.03 / 7.83 eV. The charge is 0. Its expectation value of S² is 2.01. As for the spin multiplicity: 3.

Last column: Mulliken spin population.
Geometry (Å):
C (1.905, 0.159, -0.967)  0.578
C (1.233, -0.960, -1.132)  0.513
C (0.337, 0.267, 0.619)  -0.002
C (1.876, 2.253, 0.250)  0.030
C (-0.720, -1.897, -0.079)  0.319
N (1.589, 0.857, 0.127)  0.258
N (0.306, -1.015, -0.060)  0.054
N (-1.473, -2.148, 0.967)  0.115
O (-2.443, 0.063, 1.302)  0.004
O (-0.690, 1.123, 0.171)  0.018
O (-2.835, 1.642, -0.520)  0.009
O (-2.047, -0.611, -0.931)  0.030
S (-2.156, 0.527, -0.058)  -0.006
H (2.593, 0.389, -1.724)  0.035
H (1.320, -1.745, -1.873)  0.005
H (0.321, -0.010, 1.658)  0.041
H (2.880, 2.570, 0.308)  0.012
H (1.472, 2.668, -0.701)  0.004
H (1.168, 2.651, 1.051)  -0.002
H (-0.689, -2.507, -0.874)  0.001
H (-2.087, -2.941, 1.048)  -0.010
H (-1.861, -1.335, 1.418)  -0.005



(12)
An isolated ion of composition C5H9N4 and charge -1, computed with ωB97M-V/def2-TZVPD.

The HOMO energy comes out at -0.17785 Eh. As for the total energy: -414.93070 Ha. The calculation puts the LUMO energy at 3.61 eV. The energy relative to the best compared isomer or geometry (same formula, charge and spin) comes out at 0.000 eV. The gap between HOMO and LUMO is 8.45 eV. The charge is -1.

Last column: Löwdin charge in e.
Geometry (Å):
C (1.210, -0.061, 0.147)  -0.479
C (-0.807, 0.464, -1.359)  -0.114
C (-0.907, 1.028, 1.119)  -0.039
C (-0.794, -1.447, 0.193)  -0.110
C (-0.361, 0.009, -0.022)  -0.537
N (1.959, -1.102, 0.183)  -0.026
N (1.932, 1.066, -0.011)  -0.024
N (3.228, -0.672, -0.022)  -0.153
N (3.216, 0.628, -0.142)  -0.153
H (-0.604, 1.607, -1.458)  0.096
H (-0.138, 0.037, -2.213)  0.111
H (-1.913, 0.319, -1.457)  0.079
H (-1.852, 1.491, 1.035)  0.035
H (-1.166, 0.375, 1.948)  0.058
H (-0.091, 1.759, 1.073)  0.061
H (-1.872, -1.639, 0.151)  0.064
H (-0.346, -2.160, -0.441)  0.050
H (-0.694, -1.703, 1.275)  0.082